# 1
69
Properties=species:S:1:pos:R:3:forces:R:3 method="wB97M-V/def2-TZVPD" total_energy_ha=-3666.6261 homo_ev="-16.07 / -16.07" total_charge=+3 spin_multiplicity=11 s_squared=30.00 lumo_ha="-0.3485 / -0.3674"
Mn -0.743 -1.425 2.653 2.14 -0.37 -0.95
Mn -1.539 3.198 -1.058 0.18 -1.53 -0.43
N 0.300 0.661 0.097 2.72 1.90 -0.12
O -0.468 1.415 -0.503 -2.00 1.18 -1.02
O 1.487 0.784 -0.009 1.01 0.41 -0.63
O -0.122 -0.153 0.876 -2.87 -3.24 2.82
C -2.075 -0.359 -2.963 -1.11 -0.08 0.67
C -3.000 0.621 -2.169 0.56 -1.39 -1.15
O -2.693 1.964 -2.520 1.02 1.82 1.30
H -1.136 -0.373 -2.409 0.15 -0.17 -0.34
H -1.893 -0.217 -4.028 -0.19 0.60 0.09
H -2.551 -1.339 -2.919 0.18 -0.21 0.20
H -2.709 0.419 -1.138 -0.32 0.67 0.07
H -4.083 0.548 -2.271 0.10 -0.65 -0.22
H -2.905 2.170 -3.433 -0.10 -0.15 -0.26
C 2.346 0.899 3.073 1.09 -1.37 0.59
C 2.313 -0.657 3.058 0.77 1.96 -2.54
O 1.148 -1.006 3.725 -2.41 -1.40 2.11
H 3.291 1.268 2.675 -0.41 0.16 -0.73
H 2.420 1.238 4.106 -0.42 -0.07 0.20
H 1.416 1.248 2.624 0.39 0.36 -0.18
H 3.201 -1.154 3.449 -0.13 0.09 0.20
H 2.067 -1.067 2.078 1.08 0.42 -0.43
H 1.441 -1.154 4.627 -0.81 -0.07 0.67
C 2.552 -4.352 1.784 -1.77 -0.59 1.26
C 1.064 -4.186 2.305 2.82 0.44 -1.08
O 0.608 -2.957 1.680 -1.58 0.84 0.56
H 2.989 -5.079 2.469 0.31 -0.32 -0.51
H 3.143 -3.442 1.883 -0.25 0.06 -0.24
H 2.447 -4.730 0.767 0.68 0.03 0.01
H 1.097 -4.007 3.379 -0.56 -0.24 -0.09
H 0.484 -5.031 1.933 -0.25 0.09 0.61
H 0.837 -2.975 0.748 0.15 0.05 -0.24
C 1.302 2.964 -4.241 0.92 -0.13 0.43
C 1.160 2.793 -2.755 0.53 -0.94 -1.07
O 0.114 3.728 -2.334 -0.58 -0.65 1.43
H 0.362 2.653 -4.697 0.31 0.21 -0.45
H 2.145 2.328 -4.510 -0.25 -0.31 -0.45
H 1.655 3.959 -4.513 -0.44 0.20 -0.14
H 2.103 2.845 -2.210 -0.19 0.99 0.27
H 0.900 1.744 -2.619 -0.93 0.31 0.48
H 0.314 4.569 -2.754 0.00 0.36 -0.09
C 5.281 0.646 0.033 0.38 -0.39 -0.27
C 4.726 0.732 -1.391 1.09 -0.28 2.42
O 3.676 -0.234 -1.375 -0.19 0.44 -1.41
H 6.222 1.196 0.065 -0.22 0.29 0.76
H 5.505 -0.407 0.202 0.37 -0.09 -0.21
H 4.536 0.820 0.809 0.11 0.88 0.06
H 5.641 0.504 -1.937 -0.84 -0.51 -1.08
H 4.414 1.755 -1.605 -0.30 -0.04 -0.37
H 3.025 0.221 -0.836 -0.14 -0.45 -0.08
C -5.174 3.128 1.547 0.62 0.17 0.51
C -4.497 2.714 0.282 -1.73 -1.08 0.00
O -3.107 2.397 0.451 1.00 1.21 -1.03
H -6.203 3.331 1.248 -0.12 -0.07 0.68
H -4.734 3.949 2.113 -0.10 0.48 -0.53
H -5.057 2.289 2.233 -0.74 -0.22 0.18
H -4.784 3.347 -0.558 1.10 0.35 -0.10
H -4.978 1.759 0.069 -0.03 -0.13 -0.49
H -3.044 2.041 1.340 0.40 0.07 0.17
C -2.303 -3.996 -0.109 -0.82 0.73 1.35
C -2.419 -2.554 0.368 0.10 -0.95 -3.18
O -2.334 -2.386 1.764 0.06 0.37 1.36
H -3.201 -4.474 0.284 0.37 -0.85 -0.12
H -1.371 -4.345 0.336 -0.17 -0.72 -0.45
H -2.348 -3.993 -1.198 0.30 -0.22 0.10
H -3.417 -2.212 0.095 0.33 0.63 -0.45
H -1.586 -2.112 -0.179 -0.27 1.18 0.57
H -3.257 -2.470 2.014 -0.10 -0.08 1.01

=====

# 2
67
Properties=species:S:1:pos:R:3:forces:R:3 method="wB97M-V/def2-TZVPD" total_energy_ha=-1365.3242 homo_ev=-6.61 total_charge=-1 spin_multiplicity=1 lumo_ha=0.1096
N 46.223 4.812 31.167 3.72 -1.55 3.63
O 47.349 5.254 30.732 -1.87 -0.47 -0.42
O 45.297 5.614 31.320 -1.15 -0.57 -0.79
O 46.260 3.668 31.774 -1.16 2.32 -2.09
C 47.039 10.027 31.633 2.31 1.16 -0.87
C 46.976 8.522 31.280 1.69 2.21 6.46
O 46.168 7.981 32.354 0.62 -0.06 -0.52
H 47.580 10.393 32.602 -0.56 -1.74 -1.43
H 46.061 10.442 31.818 -0.47 0.30 -0.80
H 47.699 10.524 30.811 -1.64 -0.29 1.12
H 48.001 8.174 31.340 0.37 -0.48 0.10
H 46.599 8.160 30.441 -1.82 -0.42 -4.33
H 45.840 7.162 31.970 -0.26 -0.42 0.43
C 45.383 5.509 26.548 2.45 0.38 -1.31
C 45.281 5.255 28.068 -1.31 2.24 -2.13
O 45.833 6.411 28.618 -2.35 1.59 -7.51
H 44.843 4.733 25.979 0.55 0.24 0.01
H 46.557 5.737 26.083 -3.12 -1.36 1.65
H 44.967 6.479 26.277 -0.53 -0.05 0.37
H 45.796 4.429 28.355 1.88 -2.62 0.75
H 44.218 5.016 28.317 0.39 0.75 0.06
H 46.057 6.361 29.441 2.04 -0.99 7.76
C 42.261 9.567 30.121 -4.79 -9.64 4.44
C 43.389 8.544 30.370 -1.55 0.72 1.63
O 42.880 7.286 30.741 -6.50 5.00 -0.22
H 42.705 10.298 29.788 3.72 8.07 -3.70
H 41.945 9.663 31.161 -0.70 0.90 -0.19
H 41.356 9.113 29.536 1.98 0.98 0.72
H 44.156 8.925 31.074 -0.71 0.00 0.23
H 43.891 8.455 29.510 2.11 -0.64 -3.63
H 43.565 6.780 30.789 6.42 -5.40 0.60
C 49.301 4.422 35.315 2.08 -4.25 -5.46
C 48.415 4.920 34.181 0.94 -0.76 2.34
O 48.992 4.467 33.083 0.45 -0.97 -5.84
H 49.417 3.209 35.327 -0.71 2.65 -0.63
H 48.874 4.566 36.131 -3.61 1.61 7.68
H 50.332 4.661 35.400 0.80 1.14 -0.58
H 48.235 5.924 33.948 0.04 2.51 1.42
H 47.453 4.498 34.148 -1.87 -0.85 1.44
H 48.291 4.770 32.428 2.05 -1.15 -0.30
C 48.015 -0.384 34.104 -2.59 1.21 10.48
C 47.764 1.062 34.131 1.97 1.90 -0.47
O 46.522 1.291 33.436 0.95 -3.52 2.67
H 48.807 -0.948 34.633 0.20 1.46 1.11
H 48.234 -0.751 33.333 2.45 -4.57 -12.42
H 47.126 -0.977 34.437 0.21 0.88 -0.15
H 48.659 1.840 33.868 -1.91 -2.15 -0.80
H 47.811 1.331 35.148 -1.35 0.58 1.77
H 46.667 2.086 33.052 0.06 4.10 -2.32
C 44.103 3.321 34.675 1.66 0.79 -3.11
C 42.939 4.031 33.907 -0.15 -0.35 -1.67
O 43.230 5.460 33.573 -5.42 -2.27 6.19
H 45.164 3.627 34.180 -2.51 -1.38 0.60
H 43.901 2.212 34.731 0.61 1.27 0.09
H 44.230 3.831 35.591 -0.37 0.08 1.52
H 42.054 3.882 34.637 0.97 1.13 -1.52
H 42.642 3.516 32.849 0.80 0.86 2.63
H 43.827 5.524 32.939 4.39 -0.14 -4.67
C 51.821 6.034 28.627 -0.52 1.48 -4.21
C 50.287 6.113 28.878 2.03 -0.41 -0.95
O 50.069 5.786 30.206 0.90 -0.13 0.09
H 52.420 6.804 29.157 -0.55 -0.55 -0.22
H 51.878 6.275 27.415 0.17 -0.10 2.83
H 52.325 5.079 28.608 -0.31 -0.48 0.78
H 49.728 5.416 28.161 0.67 0.95 0.82
H 50.000 7.166 28.724 -0.15 -0.27 -0.45
H 49.140 5.749 30.184 -2.15 -0.46 1.25

=====

# 3
70
Properties=species:S:1:pos:R:3:forces:R:3 method="wB97M-V/def2-TZVPD" total_energy_ha=-1611.4420 homo_ev="-11.37 / -11.37" total_charge=+1 spin_multiplicity=2 s_squared=0.75 lumo_ha="-0.0961 / -0.3388"
C -0.578 -0.412 -4.175 -1.60 -0.84 -1.33
C -1.455 -1.551 -3.557 1.63 0.27 -0.91
O -0.940 -1.845 -2.245 -0.28 0.15 -0.35
O -0.979 0.786 -3.593 0.12 0.83 1.18
H -0.835 -0.332 -5.231 -0.41 -0.50 -0.30
H 0.501 -0.540 -4.270 0.24 -0.46 1.04
H -1.408 -2.441 -4.184 0.36 -0.09 -0.04
H -2.509 -1.276 -3.580 0.03 0.46 0.45
H -1.386 -2.619 -1.893 -0.12 -0.07 0.11
H -0.774 1.517 -4.180 -0.03 0.11 0.04
C 4.056 0.371 -0.803 -0.69 0.38 1.01
C 3.844 -0.979 -0.142 -0.41 -1.25 2.35
O 3.757 -0.791 1.268 0.95 0.86 -1.18
O 2.941 1.170 -0.574 2.58 0.96 -0.40
H 4.259 0.170 -1.855 -0.39 -0.03 -0.77
H 4.938 0.915 -0.464 0.01 0.22 0.09
H 4.674 -1.663 -0.317 0.57 0.35 -0.59
H 2.951 -1.534 -0.432 -0.16 0.30 -0.66
H 3.211 -1.478 1.657 -0.90 -0.51 0.35
H 2.138 0.649 -0.504 -2.05 -1.35 -0.48
C -6.386 1.644 -2.832 0.58 0.40 1.15
C -4.850 1.291 -2.590 -1.07 -0.90 -1.86
O -4.269 1.777 -1.410 -1.22 0.73 0.02
O -6.481 3.053 -2.942 0.18 -0.01 0.07
H -7.040 1.343 -2.013 0.42 -0.30 0.69
H -6.959 1.231 -3.663 1.10 -0.32 -0.62
H -4.309 1.683 -3.452 -0.06 0.46 -0.24
H -4.708 0.218 -2.715 -0.20 -0.46 0.44
H -3.512 1.236 -1.174 -0.01 -0.14 0.32
H -5.986 3.319 -2.164 -0.03 0.80 0.11
C 1.138 0.013 5.072 -0.51 -0.20 0.04
C 1.552 -1.070 6.116 -0.45 1.38 0.14
O 1.855 -0.508 7.395 0.12 -0.22 -0.52
O -0.185 0.574 5.242 0.84 -0.38 0.65
H 1.072 -0.399 4.064 0.78 -0.47 -0.17
H 1.851 0.838 5.078 -0.08 -0.03 0.13
H 2.466 -1.570 5.795 -0.04 -0.02 -0.14
H 0.745 -1.796 6.218 -0.04 -0.27 -0.14
H 1.045 -0.333 7.879 -0.13 0.08 -0.09
H -0.754 -0.198 5.180 -0.48 0.11 0.06
C -0.709 4.579 -1.257 0.92 1.11 0.36
C 0.713 4.227 -1.702 -0.51 -0.23 0.84
O 1.694 4.513 -0.692 -0.11 0.26 -0.42
O -0.837 5.971 -0.963 -0.68 -0.47 -0.54
H -0.948 3.977 -0.380 -0.03 -0.11 0.36
H -1.449 4.302 -2.008 0.08 0.27 -0.18
H 1.026 4.788 -2.583 -0.09 -0.17 0.02
H 0.666 3.150 -1.863 0.34 -0.28 -0.55
H 1.557 3.959 0.080 -0.22 -0.05 0.05
H -0.100 6.308 -0.448 0.27 -0.38 0.08
C 2.284 -3.794 1.411 0.74 -1.25 -0.22
C 2.264 -5.163 2.096 -0.38 -0.23 -1.32
O 2.131 -6.155 1.089 0.33 0.21 -0.61
O 2.181 -2.793 2.390 -0.80 1.36 0.05
H 1.473 -3.831 0.684 -0.39 0.70 0.35
H 3.188 -3.579 0.841 0.31 -0.60 -0.21
H 1.335 -5.156 2.665 0.45 0.01 0.80
H 3.210 -5.318 2.616 -0.27 -0.04 0.66
H 1.643 -6.932 1.371 0.04 0.13 0.34
H 2.812 -2.931 3.101 0.10 -0.38 0.17
C -1.201 0.518 0.300 -0.60 0.48 0.84
C -0.038 -0.501 0.429 -0.24 1.47 -0.46
O 0.724 -0.331 -0.761 1.08 -0.42 -0.03
O -2.310 0.140 -0.504 -0.17 -1.19 0.38
H -0.967 1.485 -0.145 1.38 0.01 0.31
H -1.604 0.765 1.282 -0.15 -0.28 0.09
H -0.360 -1.531 0.581 -0.27 0.00 -0.21
H 0.713 -0.303 1.194 -0.63 0.41 0.66
H 0.247 -0.840 -1.420 -0.10 -0.26 -1.00
H -2.033 0.012 -1.414 0.45 -0.09 -0.22

=====

# 4
65
Properties=species:S:1:pos:R:3:forces:R:3 method="wB97M-V/def2-TZVPD" total_energy_ha=-1235.6221 homo_ev=-9.76 total_charge=0 spin_multiplicity=1 lumo_ha=0.0136
O 4.764 1.633 4.242 -0.27 -0.37 -0.50
C 3.791 0.747 3.627 0.93 1.34 0.21
C 4.097 0.640 2.134 -1.17 -0.18 -0.31
O 3.460 1.628 1.275 1.40 -0.62 1.29
H 4.666 1.645 5.197 -0.20 -0.10 0.01
H 3.821 -0.227 4.115 0.10 -0.19 -0.13
H 2.794 1.169 3.752 -0.20 -0.03 -0.04
H 3.672 -0.330 1.877 0.04 -0.31 -0.34
H 5.165 0.575 1.927 -0.04 0.41 0.11
H 2.562 1.311 1.156 -0.39 0.12 -0.17
O -0.143 -1.897 -0.610 -0.78 0.32 0.92
C -0.504 -1.020 0.498 0.10 -0.26 -1.27
C -0.189 0.393 0.160 -1.51 0.60 0.69
O 1.164 0.609 0.279 0.96 0.67 -0.11
H 0.724 -1.625 -0.921 0.05 0.02 -0.21
H -1.583 -1.047 0.650 0.13 -0.79 0.19
H 0.122 -1.262 1.357 -0.50 -0.28 0.35
H -0.715 1.029 0.873 0.18 0.14 0.40
H -0.627 0.723 -0.782 0.27 -0.33 -0.50
H 1.576 0.137 -0.448 0.67 -0.03 -0.34
C -4.795 -0.055 -0.350 -0.84 -0.53 0.84
C -4.353 -0.895 0.909 -0.12 0.35 -2.28
O -5.442 -1.280 1.717 0.04 0.66 0.39
H -5.627 -0.545 -0.856 0.10 -0.40 -0.16
H -4.024 0.136 -1.096 0.21 -0.03 0.28
H -5.263 0.872 -0.020 0.38 0.27 0.10
H -3.608 -0.262 1.392 -0.25 -0.40 0.81
H -3.914 -1.829 0.560 0.68 0.15 -0.11
H -5.901 -1.952 1.208 -0.20 -0.05 0.13
C -2.290 3.223 -1.205 0.00 0.20 -1.35
C -3.011 3.585 0.037 -0.98 -1.69 -0.79
O -2.159 4.364 0.713 1.93 2.13 2.56
H -1.294 2.805 -1.058 -0.30 -0.50 0.52
H -2.021 4.148 -1.715 -0.48 0.09 -0.47
H -2.923 2.574 -1.809 0.30 0.05 -0.37
H -3.215 2.674 0.600 -0.42 -0.33 0.13
H -3.941 4.134 -0.112 -0.41 -0.30 -0.54
H -2.557 4.511 1.574 0.36 0.38 0.25
C 2.501 -2.744 -3.179 0.10 0.10 0.45
C 2.923 -1.971 -1.931 1.96 -2.60 -0.99
O 2.169 -0.832 -1.859 -1.13 1.60 0.81
H 1.416 -2.794 -3.082 -0.12 0.08 -0.52
H 2.832 -3.782 -3.188 0.36 0.15 -0.09
H 2.830 -2.199 -4.064 -0.27 -0.26 -0.24
H 3.974 -1.682 -1.905 0.26 -0.22 -0.24
H 2.829 -2.708 -1.134 -0.66 0.77 0.75
H 2.478 -0.263 -2.568 -0.23 0.32 -0.05
C -2.072 -6.282 0.652 -0.64 0.03 0.98
C -1.479 -4.877 0.740 -0.19 -1.06 -0.69
O -1.120 -4.496 -0.545 -0.02 -0.01 -1.09
H -1.576 -7.010 0.010 0.61 0.33 0.24
H -3.116 -6.352 0.348 -0.10 0.58 -0.17
H -2.079 -6.587 1.699 0.06 -0.73 0.00
H -0.597 -4.935 1.377 0.09 0.20 0.31
H -2.222 -4.203 1.168 -0.04 0.14 0.27
H -0.847 -3.576 -0.591 0.24 0.39 0.13
C 2.920 3.472 -1.272 -0.39 -0.66 -0.03
C 1.529 4.065 -1.469 1.88 0.60 -0.74
O 1.758 5.466 -1.732 -0.83 -0.23 0.76
H 3.351 3.681 -0.292 -0.19 0.12 -0.06
H 3.628 3.787 -2.038 -0.21 0.16 -0.10
H 2.815 2.390 -1.339 0.21 -0.18 0.10
H 0.921 3.858 -0.588 -0.24 0.24 -0.05
H 1.081 3.709 -2.397 -0.29 -0.68 0.19
H 0.872 5.831 -1.668 0.03 0.64 -0.10